# 1
Computed, not measured: C18H17N7O5 in the gas phase, with ωB97M-V/def2-TZVPD.

Bonds (Å) are listed after each position.
CARTESIAN COORDINATES (ANGSTROEM)
1 C -3.4175 -3.3447 -0.6750  N2 1.388, H45 1.224, H46 1.106, H47 1.134
2 N -3.8604 -2.0643 -0.3726  C1 1.388, C3 1.464, C39 1.568
3 C -2.9101 -0.9995 -0.0470  N2 1.464, O4 1.151, C5 1.249
4 O -1.8188 -1.3652 -0.0681  C3 1.151
5 C -3.6698 -0.0365 0.1913  C3 1.249, C6 1.494, N9 1.549
6 C -5.1270 0.2179 0.3980  C5 1.494, N7 1.362, N38 1.205
7 N -5.4894 1.4293 0.9045  C6 1.362, C8 1.429
8 C -4.2691 2.1701 0.8436  N7 1.429, N9 1.315, H37 1.049
9 N -3.2383 1.3736 0.6661  C5 1.549, C8 1.315, C10 1.516
10 C -1.7503 1.6183 0.8208  N9 1.516, H11 1.220, H12 0.919, C13 1.516
11 H -1.5977 2.2975 1.8227  C10 1.220
12 H -1.3190 0.8415 0.5844  C10 0.919
13 C -1.3887 2.4959 -0.3611  C10 1.516, O14 1.356, N15 1.339
14 O -2.1574 3.5619 -0.6952  C13 1.356
15 N -0.1122 2.6031 -0.7515  C13 1.339, N16 1.424, H36 1.097
16 N 0.6624 1.6587 -0.0191  N15 1.424, C17 1.415
17 C 1.9600 1.4402 -0.5407  N16 1.415, C18 1.321, H35 1.169
18 C 2.7439 0.5168 -0.0146  C17 1.321, C19 1.515, H34 1.051
19 C 4.1451 0.5029 -0.5910  C18 1.515, C20 1.491, H33 0.955
20 C 4.8769 -0.6290 0.0468  C19 1.491, C21 1.424, C25 1.467
21 C 4.3211 -1.9377 0.1329  C20 1.424, C22 1.358, H32 1.071
22 C 5.0500 -2.8953 0.7614  C21 1.358, C23 1.500, H31 0.993
23 C 6.5396 -2.7209 0.7513  C22 1.500, C24 1.279, H30 1.225
24 C 7.0450 -1.5587 0.5824  C23 1.279, C25 1.610, H29 1.052
25 C 6.2984 -0.3679 -0.2038  C20 1.467, C24 1.610, N26 1.336
26 N 7.0358 0.7464 -0.1968  C25 1.336, O27 1.096, O28 1.178
27 O 6.3014 1.5543 -0.1028  N26 1.096
28 O 8.1757 0.8625 -0.4721  N26 1.178
29 H 8.0943 -1.4862 0.5889  C24 1.052
30 H 7.2057 -3.7018 1.0599  C23 1.225
31 H 4.7301 -3.8355 0.7783  C22 0.993
32 H 3.2718 -2.1006 -0.0050  C21 1.071
33 H 4.4802 1.1313 -1.2272  C19 0.955
34 H 2.3280 -0.1881 0.6453  C18 1.051
35 H 2.2809 2.2144 -1.3555  C17 1.169
36 H 0.2480 3.4737 -1.3139  N15 1.097
37 H -4.1318 3.1748 1.1113  C8 1.049
38 N -5.9151 -0.6827 0.2605  C6 1.205, C39 1.440, C41 1.357
39 C -5.4180 -1.8812 -0.3634  N2 1.568, N38 1.440, O40 1.195
40 O -6.2371 -2.7164 -0.6076  C39 1.195
41 C -7.2642 -0.5661 0.1713  N38 1.357, H42 1.241, H43 1.205, H44 1.011
42 H -7.7219 0.4700 -0.3358  C41 1.241
43 H -7.9178 -1.4131 -0.3840  C41 1.205
44 H -7.7337 -0.4780 1.0624  C41 1.011
45 H -4.3989 -3.9340 -1.1071  C1 1.224
46 H -2.7532 -3.8357 0.0610  C1 1.106
47 H -2.7069 -3.3196 -1.5589  C1 1.134

Computed properties:
LUMO = -0.07091 Ha
Total energy = -39592.274 eV
Multiplicity = 1
HOMO = -8.27 eV
Frontier orbital gap = 0.2331 Eh
Structure (SMILES) = Cn1c(=O)c2c(ncn2CC(=O)N/N=C/C=C/c2ccccc2[N+](=O)[O-])n(C)c1=O

Atomic partial charges in e from the natural (NBO) method, atoms 1 to 8: -0.435 -0.491 0.574 -0.614 -0.137 0.456 -0.529 0.306

---

# 2
Computed, not measured: C6H10N4O2 in the gas phase, with ωB97M-V/def2-TZVPD.

Bonds (Å) are listed after each position.
CARTESIAN COORDINATES (ANGSTROEM)
1 C -0.3090 1.9335 -2.4134  C2 1.458, N7 1.286, H13 1.068
2 C -1.0828 0.8005 -2.9078  C1 1.458, N8 1.256, O11 1.374
3 C -0.5244 0.4537 1.1975  C5 1.529, N9 1.459, H14 1.092, H15 1.100
4 C 1.4952 -0.6754 0.5196  C6 1.530, N9 1.457, H16 1.100, H17 1.090
5 C -0.5794 -0.4746 2.4118  C3 1.529, O12 1.407, H18 1.091, H19 1.100
6 C 1.3596 -1.5625 1.7586  C4 1.530, O12 1.407, H20 1.100, H21 1.091
7 N 0.3153 1.6004 -1.3390  C1 1.286, N10 1.305
8 N -1.8023 0.7593 -3.9367  C2 1.256, H22 1.014
9 N 0.1557 -0.2617 0.1235  C3 1.459, C4 1.457, N10 1.349
10 N 0.1191 0.3351 -1.0853  N7 1.305, N9 1.349, O11 1.439
11 O -0.8367 -0.2113 -2.0113  C2 1.374, N10 1.439
12 O 0.7090 -0.8815 2.8038  C5 1.407, C6 1.407
13 H -0.2377 2.9006 -2.8616  C1 1.068
14 H -1.5359 0.7013 0.8704  C3 1.092
15 H 0.0124 1.3780 1.4566  C3 1.100
16 H 2.1241 0.1957 0.7544  C4 1.100
17 H 1.9429 -1.2367 -0.3008  C4 1.090
18 H -1.0137 0.0424 3.2687  C5 1.091
19 H -1.1914 -1.3543 2.1632  C5 1.100
20 H 0.7949 -2.4678 1.4915  C6 1.100
21 H 2.3429 -1.8431 2.1384  C6 1.091
22 H -2.2580 -0.1315 -4.1020  N8 1.014

Computed properties:
LUMO = 0.03040 Ha
Total energy = -16435.743 eV
Multiplicity = 1
HOMO = -8.63 eV
Frontier orbital gap = 0.3474 Eh
Structure (SMILES) = [H]/N=c1/cnn(N2CCOCC2)o1

Atomic partial charges in e from the natural (NBO) method, atoms 1 to 8: -0.100 0.466 -0.266 -0.249 -0.075 -0.077 -0.178 -0.706

---

# 3
Computed, not measured: 3 unconnected molecules or ions with the total composition C14H31O8P, with ωB97M-V/def2-TZVPD.

Bonds (Å) are listed after each position.
CARTESIAN COORDINATES (ANGSTROEM)
1 C -3.3392 -6.2883 -4.9894  C2 1.668, H16 1.192, H17 1.172, H18 1.194
2 C -2.2190 -5.1125 -4.6092  C1 1.668, O3 1.349, O4 1.484
3 O -2.3847 -3.8891 -5.1536  C2 1.349
4 O -1.1353 -5.4711 -3.6604  C2 1.484, C5 1.472
5 C -1.5480 -4.8927 -2.3711  O4 1.472, C6 1.659, H19 1.190, H20 1.188
6 C -0.7792 -5.5550 -1.0592  C5 1.659, C7 1.669, H21 1.192, H22 1.190
7 C -0.2020 -4.3918 -0.0103  C6 1.669, C8 1.668, H23 1.190, H24 1.171
8 C -1.0832 -4.4594 1.4038  C7 1.668, C9 1.670, H25 1.180, H26 1.194
9 C -1.1139 -2.9890 2.1945  C8 1.670, O10 1.471, H27 1.170, H28 1.190
10 O -0.3403 -2.9813 3.4453  C9 1.471, C11 1.486
11 C -1.0119 -2.0153 4.3533  O10 1.486, O12 1.362, P13 1.940
12 O -1.9027 -2.4136 5.3037  C11 1.362
13 P -0.6769 -0.1046 4.3192  C11 1.940, O14 1.776, O15 1.775
14 O -0.4016 0.4552 5.9822  P13 1.776, H29 1.010
15 O -2.1567 0.7614 3.8619  P13 1.775, H30 1.005
16 H -4.4303 -5.8571 -4.7758  C1 1.192
17 H -3.2505 -6.6414 -6.1038  C1 1.172
18 H -3.1895 -7.2578 -4.3091  C1 1.194
19 H -1.3724 -3.7192 -2.4639  C5 1.190
20 H -2.7272 -5.0224 -2.3068  C5 1.188
21 H -1.5918 -6.2469 -0.5276  C6 1.192
22 H 0.1043 -6.2903 -1.3662  C6 1.190
23 H -0.4963 -3.3477 -0.4988  C7 1.190
24 H 0.9535 -4.4722 0.1592  C7 1.171
25 H -0.7487 -5.3443 2.1088  C8 1.180
26 H -2.2102 -4.6258 1.0474  C8 1.194
27 H -0.6592 -2.2017 1.4575  C9 1.170
28 H -2.2246 -2.6617 2.4693  C9 1.190
29 H -0.9049 1.3262 6.0741  O14 1.010
30 H -2.6030 0.2933 3.0928  O15 1.005
31 C 0.5991 3.4963 1.1397  C32 1.520, H35 1.096, H36 1.095, H37 1.094
32 C 1.4249 2.5963 2.0451  C31 1.520, C33 1.520, O34 1.425, H38 1.095
33 C 2.9108 2.7273 1.7508  C32 1.520, H39 1.096, H40 1.095, H41 1.094
34 O 1.0238 1.2416 1.8574  C32 1.425, H42 0.972
35 H 0.7399 3.2280 0.0866  C31 1.096
36 H -0.4690 3.3824 1.3544  C31 1.095
37 H 0.8730 4.5476 1.2721  C31 1.094
38 H 1.2332 2.8527 3.0928  C32 1.095
39 H 3.1335 2.4318 0.7193  C33 1.096
40 H 3.4917 2.0648 2.4013  C33 1.095
41 H 3.2539 3.7556 1.9014  C33 1.094
42 H 1.1904 1.0053 0.9297  O34 0.972
43 C 1.1687 7.2260 -2.2077  C44 1.520, H47 1.096, H48 1.095, H49 1.094
44 C 1.9945 6.3260 -1.3023  C43 1.520, C45 1.520, O46 1.425, H50 1.095
45 C 3.4803 6.4570 -1.5966  C44 1.520, H51 1.096, H52 1.095, H53 1.094
46 O 1.5934 4.9714 -1.4900  C44 1.425, H54 0.972
47 H 1.3094 6.9578 -3.2608  C43 1.096
48 H 0.1006 7.1121 -1.9930  C43 1.095
49 H 1.4425 8.2774 -2.0754  C43 1.094
50 H 1.8028 6.5824 -0.2547  C44 1.095
51 H 3.7031 6.1615 -2.6281  C45 1.096
52 H 4.0613 5.7945 -0.9461  C45 1.095
53 H 3.8235 7.4853 -1.4460  C45 1.094
54 H 1.7600 4.7350 -2.4177  O46 0.972

Computed properties:
LUMO = -0.02401 Ha
Total energy = -40682.210 eV
Multiplicity = 1
HOMO = -8.48 eV
Frontier orbital gap = 0.2877 Eh
Structure (SMILES) = CC(=O)OCCCCCOC(=O)P(O)O.CC(C)O.CC(C)O

Atomic partial charges in e from the natural (NBO) method, atoms 1 to 8: -0.742 0.798 -0.561 -0.562 -0.081 -0.442 -0.411 -0.426

---

# 4
Computed, not measured: 2 unconnected molecules or ions with the total composition C3H5O2, with ωB97M-V/def2-TZVPD.

Bonds (Å) are listed after each position.
CARTESIAN COORDINATES (ANGSTROEM)
1 C 1.8364 -0.1784 -0.0011  O4 1.203, O5 1.194
2 C -1.0583 -0.1728 -0.6387  C3 1.522, H6 1.119, H7 1.044, H8 1.052
3 C -0.4259 0.2633 0.6750  C2 1.522, H9 1.110, H10 1.108
4 O 2.0370 0.8765 -0.5442  C1 1.203
5 O 2.0525 -1.2653 0.4446  C1 1.194
6 H -2.1610 0.0066 -0.7062  C2 1.119
7 H -0.5580 0.4777 -1.2849  C2 1.044
8 H -0.7891 -1.1902 -0.6429  C2 1.052
9 H -0.6196 -0.1328 1.6939  C3 1.110
10 H -0.3141 1.3153 1.0044  C3 1.108

Computed properties:
LUMO = 0.16090 Ha
Net charge = -1
Total energy = -7285.869 eV
Multiplicity = 1
HOMO = -1.30 eV
Frontier orbital gap = 0.2086 Eh

Atomic partial charges in e from the natural (NBO) method, atoms 1 to 8: 0.982 -0.656 -0.839 -0.667 -0.657 0.133 0.205 0.198